# 1
Computed, not measured: a molecular structure, C22H58AlBrN3O3P2S in a non-equilibrium geometry, with ωB97M-V with the def2-TZVPD basis set.

Properties
- LUMO: 0.08443 Eh
- DFT total energy: -140426.9206 eV
- Charge: -1
- Kohn-Sham gap: 6.865 eV

Last column: Mulliken charge in e.
Geometry (Å):
C1 -0.12627 0.64759 0.90271  -0.93
C2 0.60402 0.67783 -0.48402  -0.56
P1 -0.30995 -0.25152 -1.83207  0.20
C3 -2.14156 -0.43242 -1.44766  -0.09
C4 -3.08447 0.72925 -1.91554  -1.11
Al1 0.12789 0.57512 -3.96067  0.20
S1 -1.35013 2.10313 -4.79121  -0.39
Br1 2.31797 1.62955 -3.87473  -0.46
P2 0.35925 -1.19064 -5.52400  0.74
O1 1.11285 -0.76461 -6.77052  -0.68
O2 1.26246 -2.37052 -4.71616  -0.51
O3 -1.11730 -1.90645 -5.92418  -0.49
H1 -1.04612 1.25184 0.89436  0.29
H2 -0.35828 -0.40469 1.14959  0.06
H3 0.58286 1.00310 1.67375  0.38
H4 0.88160 1.71449 -0.74892  0.35
H5 1.56519 0.15662 -0.31286  0.32
H6 -2.25162 -0.49711 -0.34761  0.23
H7 -2.47264 -1.41019 -1.83646  0.06
H8 -2.58812 1.69803 -2.01906  0.11
H9 -3.86675 0.84825 -1.13389  0.38
H10 -3.60672 0.42033 -2.83584  0.33
H11 -1.43127 3.14499 -3.90699  0.01
H12 0.91163 -2.32320 -3.81515  0.33
H13 -1.72817 -1.16659 -5.95837  0.32
C5 -0.67334 7.65778 -0.72180  -1.46
C6 0.35185 6.66263 -1.24861  -0.29
N1 0.28544 6.47404 -2.68588  0.20
C7 1.05436 5.32305 -3.15257  -0.45
C8 2.57204 5.35515 -2.97325  -1.00
C9 0.40438 7.67839 -3.48958  -0.73
C10 1.66343 8.53364 -3.31863  -0.97
H14 -1.68350 7.38052 -1.02894  0.32
H15 -0.64643 7.67312 0.36982  0.44
H16 -0.47197 8.67453 -1.06565  0.30
H17 0.15188 5.70195 -0.76594  0.43
H18 1.35356 6.97542 -0.91862  0.25
H19 0.82709 5.14975 -4.20775  0.36
H20 0.67276 4.43675 -2.63549  0.18
H21 3.05369 6.02787 -3.68354  0.24
H22 2.97205 4.35721 -3.15592  0.25
H23 2.86711 5.64566 -1.96242  0.27
H24 -0.46449 8.31154 -3.28177  0.39
H25 0.29690 7.41164 -4.54419  0.36
H26 1.92483 8.68561 -2.26977  0.24
H27 1.49663 9.52185 -3.75676  0.38
H28 2.52198 8.10081 -3.82966  0.27
C11 2.39885 -2.79561 3.57736  -1.43
C12 1.96498 -1.51407 4.27488  -0.20
N2 0.82397 -1.69109 5.15733  0.18
C13 0.23329 -0.43295 5.59136  -0.57
C14 1.08284 0.49511 6.46217  -1.00
C15 0.96807 -2.70737 6.18632  -0.70
C16 2.13597 -2.57413 7.16804  -0.97
H29 1.56524 -3.25218 3.04040  0.21
H30 3.18341 -2.57337 2.85207  0.44
H31 2.80367 -3.52772 4.27930  0.38
H32 1.69146 -0.79994 3.49297  0.31
H33 2.83027 -1.08575 4.80165  0.21
H34 -0.70563 -0.64461 6.11189  0.39
H35 -0.06147 0.12074 4.69403  0.24
H36 1.17392 0.12560 7.48339  0.23
H37 0.60751 1.47763 6.52183  0.42
H38 2.08390 0.64493 6.05515  0.27
H39 1.05229 -3.67945 5.69130  0.36
H40 0.03452 -2.77354 6.75210  0.37
H41 3.07424 -2.32805 6.66818  0.25
H42 2.28645 -3.52382 7.68825  0.37
H43 1.94306 -1.82160 7.93164  0.27
C17 -0.84205 -3.25014 0.34783  -0.77
C18 -0.99465 -4.74736 0.57241  -0.62
N3 -2.25426 -5.27460 0.07503  0.13
C19 -2.53241 -6.62751 0.53228  -0.68
C20 -1.59398 -7.74638 0.07482  -0.99
C21 -2.54150 -5.00929 -1.32718  -0.44
C22 -1.53330 -5.49528 -2.37169  -1.01
H44 -1.68495 -2.69998 0.77146  0.28
H45 0.06893 -2.89376 0.83330  0.27
H46 -0.76110 -3.00028 -0.71014  -0.05
H47 -0.94622 -4.92553 1.65157  0.55
H48 -0.12851 -5.26256 0.13212  0.23
H49 -3.55770 -6.89072 0.25400  0.35
H50 -2.53290 -6.61324 1.62767  0.41
H51 -1.75418 -8.01024 -0.96989  0.23
H52 -1.78509 -8.64858 0.66291  0.40
H53 -0.54298 -7.48802 0.21164  0.27
H54 -2.65756 -3.92822 -1.44860  0.06
H55 -3.52814 -5.41500 -1.56954  0.35
H56 -0.50279 -5.27151 -2.09177  0.23
H57 -1.72384 -4.99517 -3.32426  0.40
H58 -1.61822 -6.56647 -2.55316  0.30

Forces on the atoms, in the same order (eV/Å):
0.6 -0.3 -0.6
-0.1 0.3 0.9
0.3 -1.1 0.0
0.0 1.2 0.4
-0.6 -1.0 0.7
0.3 1.4 0.4
-0.2 0.3 -0.2
-0.6 -0.5 0.1
1.7 -0.2 -1.9
-1.3 -0.8 1.8
-1.7 1.1 -0.9
1.5 0.0 0.7
0.3 -0.2 0.1
-0.1 0.5 0.0
-0.5 0.1 -0.2
-0.3 -0.4 0.0
-0.4 0.1 -0.4
0.3 -0.2 -0.5
0.2 0.4 0.0
0.0 -0.4 -0.2
0.2 0.0 -0.5
0.4 0.6 0.2
0.3 -0.8 -0.2
0.2 -0.3 0.4
-0.4 0.1 -0.1
0.0 0.1 0.0
-0.1 0.1 0.0
-0.1 -0.2 -0.2
0.0 -0.2 0.0
0.1 0.0 -0.1
-0.2 0.2 0.1
0.1 0.1 -0.1
0.0 0.0 -0.1
0.0 0.0 0.0
0.0 0.0 0.0
0.1 -0.1 -0.2
0.0 0.0 0.1
-0.1 0.1 0.0
0.0 0.1 0.1
0.0 0.1 0.1
0.0 0.0 0.0
0.0 0.0 0.0
0.0 0.0 0.1
0.1 -0.2 0.1
0.0 0.0 0.0
0.0 0.0 0.0
0.0 0.0 0.1
0.0 -0.1 0.1
0.1 -0.1 -0.1
-0.3 0.1 0.1
-0.1 0.1 -0.2
0.0 0.1 0.1
0.1 -0.3 -0.1
0.0 -0.1 0.2
0.0 0.0 0.1
0.0 0.0 0.0
0.0 0.0 0.0
-0.1 0.1 0.2
0.1 0.0 0.0
0.1 -0.1 0.0
0.1 -0.1 -0.1
0.1 0.0 0.0
0.0 0.0 0.0
0.0 0.0 0.0
0.0 0.1 -0.1
0.0 0.2 -0.1
0.0 0.0 0.0
0.0 0.0 0.0
0.1 0.1 0.0
0.0 -0.1 -0.1
0.1 0.2 0.0
-0.3 -0.2 0.2
0.0 0.0 0.1
0.0 -0.2 0.0
0.0 0.3 -0.2
-0.1 0.0 -0.2
0.0 -0.1 0.0
0.0 0.0 -0.1
0.0 0.1 0.1
-0.1 -0.2 0.0
0.1 0.0 0.0
0.0 0.1 -0.1
0.1 0.1 0.0
0.1 0.1 0.0
0.0 0.0 0.0
0.0 0.0 0.0
0.1 0.0 0.1
0.0 -0.1 0.2
0.0 0.0 0.0
0.0 0.0 0.0
0.1 0.0 0.0

# 2
Computed, not measured: 13 unconnected molecules or ions with the total composition C22H58O19 in a non-equilibrium geometry, with ωB97M-V with the def2-TZVPD basis set.

Properties
- LUMO: 0.00394 Eh
- DFT total energy: -62650.2794 eV
- Charge: 0
- Energy above the lowest of the compared OMol25 structures with the same formula, charge and spin: 250.8 kJ/mol
- Kohn-Sham gap: 10.128 eV

Last column: Mulliken charge in e.
Geometry (Å):
C1 -3.60568 15.44261 -7.15803  -0.56
O1 -4.57134 14.93790 -6.31833  -0.45
H1 -3.15552 14.64316 -7.74654  0.30
H2 -4.08865 16.18455 -7.79393  0.22
H3 -2.92279 16.03297 -6.54710  0.21
H4 -4.77345 14.06777 -6.66994  0.29
C2 1.92946 12.53349 -7.76039  -0.61
O2 2.52879 13.81938 -7.69989  -0.48
H5 2.45750 11.90911 -7.03969  0.26
H6 0.89561 12.40907 -7.43825  0.27
H7 1.89938 12.06324 -8.74328  0.27
H8 2.16178 14.30558 -8.44186  0.29
C3 -7.10097 10.46967 -8.06592  -0.51
O3 -5.98154 10.96467 -7.42309  -0.47
H9 -6.81207 10.00312 -9.00771  0.26
H10 -7.73102 9.83613 -7.44161  0.26
H11 -7.61007 11.35820 -8.43932  0.18
H12 -5.57155 10.29182 -6.87466  0.29
C4 -5.35024 19.26094 -3.70212  -0.48
O4 -5.50362 18.04291 -2.97253  -0.48
H13 -5.28622 20.14212 -3.06373  0.24
H14 -4.37794 19.22187 -4.19326  0.20
H15 -6.09997 19.38551 -4.48345  0.22
H16 -5.35158 17.33747 -3.60564  0.29
C5 -9.78624 16.39502 -5.12915  -0.52
O5 -9.18012 15.28633 -5.76768  -0.48
H17 -9.77056 16.32321 -4.04163  0.24
H18 -9.19543 17.25444 -5.44608  0.23
H19 -10.83778 16.44102 -5.41245  0.23
H20 -8.29181 15.26604 -5.40424  0.29
C6 -2.11071 12.24214 -2.47342  -0.45
O6 -2.03759 11.56466 -1.25759  -0.53
H21 -1.09531 12.59080 -2.66181  0.25
H22 -2.43101 11.60215 -3.29556  0.21
H23 -2.82823 13.06042 -2.41274  0.21
H24 -2.06580 12.17909 -0.52051  0.31
C7 0.73514 20.19978 -7.49230  -0.56
O7 -0.09975 19.40226 -6.69591  -0.46
H25 0.19839 20.58921 -8.35736  0.21
H26 1.18670 21.02691 -6.94452  0.25
H27 1.52949 19.59345 -7.92758  0.25
H28 0.41718 18.63190 -6.44906  0.31
C8 2.87975 16.61868 -3.78371  -0.58
O8 1.67007 16.20809 -4.44508  -0.47
H29 3.17319 17.59244 -4.17585  0.25
H30 2.81949 16.70363 -2.69870  0.24
H31 3.69820 15.92979 -3.99270  0.26
H32 1.98400 15.75490 -5.23100  0.30
C9 -7.58871 15.38443 -11.00601  -0.47
O9 -8.35681 16.14282 -10.13225  -0.52
H33 -7.40548 15.98116 -11.89957  0.24
H34 -6.71901 14.98041 -10.48785  0.17
H35 -8.15272 14.55315 -11.42906  0.27
H36 -8.41675 15.70927 -9.27783  0.30
C10 1.40730 16.27495 -11.81957  -0.58
O10 0.85464 16.26041 -10.56325  -0.43
H37 1.68019 17.29972 -12.07154  0.27
H38 2.33759 15.70805 -11.78385  0.23
H39 0.85146 15.72314 -12.57762  0.24
H40 0.02652 16.74445 -10.60225  0.29
C11 -2.21256 22.75915 -15.30397  -1.40
C12 -2.98531 21.44835 -14.99527  0.51
C13 -2.34655 20.07080 -15.38756  -0.38
O11 -2.40636 19.31961 -14.21743  -0.32
C14 -2.82551 20.04094 -13.15476  0.70
O12 -2.90830 19.69866 -11.99740  -0.56
O13 -3.15085 21.24798 -13.55380  -0.37
H41 -2.12791 22.95253 -16.37333  0.36
H42 -1.20473 22.77751 -14.88918  0.36
H43 -2.58882 23.63088 -14.76859  0.36
H44 -3.92704 21.52554 -15.53866  0.21
H45 -1.29703 20.18144 -15.66027  0.25
H46 -2.84546 19.48248 -16.15767  0.28
C15 -3.40668 13.79484 -15.64847  -1.40
C16 -3.77093 13.39549 -14.18202  0.35
C17 -4.70304 12.16362 -14.06605  -0.30
O14 -4.04100 11.53209 -12.98612  -0.35
C18 -2.92380 12.18311 -12.61500  0.68
O15 -2.29511 11.86956 -11.59787  -0.61
O16 -2.62975 13.08616 -13.48256  -0.30
H47 -3.00270 12.94526 -16.19901  0.36
H48 -2.72811 14.64732 -15.61813  0.34
H49 -4.34022 14.05492 -16.14743  0.38
H50 -4.05051 14.29578 -13.63483  0.31
H51 -4.58777 11.41058 -14.84563  0.28
H52 -5.76096 12.34229 -13.87374  0.26
C19 -7.42294 10.71336 -1.87973  -1.38
C20 -7.78455 11.20099 -0.44699  0.46
C21 -6.95144 12.33726 0.08462  -0.40
O17 -7.90436 13.21908 0.64327  -0.32
C22 -9.11411 12.80041 0.28118  0.66
O18 -10.11502 13.34122 0.75596  -0.58
O19 -9.02785 11.77522 -0.57445  -0.34
H53 -7.38201 11.54126 -2.58754  0.35
H54 -8.21166 10.07437 -2.27686  0.34
H55 -6.50319 10.12991 -1.83773  0.38
H56 -7.69782 10.45912 0.34687  0.29
H57 -6.43100 12.85182 -0.72313  0.24
H58 -6.21194 11.96336 0.79275  0.30

Forces on the atoms, in the same order (eV/Å):
0.4 1.5 -0.6
-1.3 -1.4 1.1
0.5 0.4 0.0
0.2 0.0 -0.6
0.6 -0.4 -0.2
-0.4 -0.1 0.4
0.0 -1.0 0.6
-0.7 -0.3 -0.3
0.3 -0.1 -0.3
-0.4 1.0 0.2
0.7 0.2 -0.2
0.0 0.4 -0.1
-0.4 0.4 -1.4
1.2 0.5 1.1
0.0 -0.8 0.1
-0.1 0.1 -0.1
-0.6 -0.1 0.4
0.0 -0.1 -0.1
1.0 -0.4 -0.4
-0.4 0.5 0.1
-0.5 -0.3 0.3
0.1 0.2 -0.3
-0.3 0.1 0.2
0.0 -0.1 0.0
0.2 0.2 -0.1
0.0 -0.5 0.2
0.1 -0.1 0.1
-0.6 0.6 0.2
0.2 0.2 -0.3
0.2 -0.3 -0.2
0.4 0.8 -0.2
-0.5 -1.3 0.9
-0.1 0.5 -0.7
0.1 -0.3 0.3
0.1 0.3 -0.2
0.0 0.1 -0.2
0.5 0.0 -0.8
-0.2 -0.2 0.2
-0.3 0.1 0.2
0.0 0.1 0.1
0.3 0.0 0.0
-0.2 -0.1 0.2
0.2 0.2 -0.6
0.6 0.0 0.7
0.1 0.2 0.1
-0.7 -0.2 -0.1
0.0 -0.1 0.0
-0.3 -0.2 -0.2
-0.3 -0.7 -0.5
-0.6 0.8 0.5
0.7 0.3 0.3
0.4 0.2 -0.5
-0.2 -0.5 0.2
0.0 -0.1 0.0
1.5 -0.3 -0.9
-0.9 -0.3 1.4
-0.2 0.0 -0.7
0.2 0.1 0.2
-0.5 0.5 -0.2
-0.1 0.0 0.2
0.6 -0.6 0.9
0.6 -0.1 -0.3
0.5 1.0 -0.4
0.1 -1.4 1.5
0.0 -0.6 1.4
0.4 -0.2 -1.8
-0.7 2.2 -1.4
-0.3 -0.1 0.1
0.3 -0.7 -0.2
-0.9 -0.1 -0.3
-0.5 0.0 0.7
0.1 0.1 -0.1
-0.2 0.5 -0.1
-0.8 -0.4 1.2
-1.1 1.8 -3.1
1.5 0.0 0.1
-0.8 -0.7 1.7
1.2 -3.2 4.3
-1.4 1.0 -2.8
2.4 0.4 -0.3
0.3 0.1 0.2
0.0 -0.1 -0.2
0.0 0.3 -0.1
-1.3 0.0 -0.4
-0.2 0.6 -0.7
0.2 0.2 0.2
-0.1 -0.4 1.1
1.9 -0.7 -1.7
1.3 0.3 -0.9
0.8 -0.2 0.5
-3.1 2.3 2.2
2.1 -1.8 -1.9
-2.5 0.4 0.6
0.4 0.2 0.3
0.0 -0.2 0.3
0.1 0.2 -0.3
-0.8 -0.7 -0.4
0.1 0.2 0.0
-0.2 0.4 0.3